Computed, not measured: C28H37BaN2O2P as an isolated structure in a non-equilibrium geometry, with ωB97M-V/def2-TZVPD.

```
71
Properties=species:S:1:pos:R:3
Ba -0.2046 0.4259 0.3438
P 2.1726 -0.6606 -1.0441
O -3.6706 2.8360 1.7022
O -2.0806 1.4755 1.0842
N -2.7040 -1.0270 -2.9734
N -1.1062 -0.4775 3.3564
C -0.8160 2.8297 -3.4146
C 1.1033 0.1452 4.2859
C 0.6613 -2.1622 3.6071
C 1.4225 1.8388 -2.0004
C -2.8186 1.3964 3.3977
C -1.5194 -1.1271 -3.8231
C -2.2599 0.0279 5.3800
C 1.6159 2.7646 -3.0076
C 2.6049 1.1064 -1.2748
C -3.1475 0.7529 6.1671
C 0.1382 1.4876 -1.7535
C -3.2395 -2.3331 -2.6028
C -2.8633 1.9362 1.9852
C -1.0243 1.8919 -2.4014
C 2.0161 -2.4658 3.7335
C -2.5178 -0.2002 -1.7958
C 2.1292 -1.3772 -2.7258
C -2.0633 0.3451 4.0181
C 0.1895 -0.8450 3.8603
C -2.4262 1.3268 -2.0980
C 3.4969 0.8414 4.8244
C -3.8515 1.7986 5.5921
C 2.4611 -0.1878 4.4230
C 2.9138 -1.4816 4.1542
C 0.4863 3.2374 -3.6885
C -3.6779 2.1107 4.2299
C 0.6200 1.5452 4.5325
C 3.4714 -1.4841 -0.0786
H 0.2111 -1.3432 1.6986
H 2.8173 1.5372 -0.2772
H 4.4129 -1.3839 -0.6455
H -1.6007 -0.6108 -1.3199
H 1.7604 -2.4273 -2.6438
H 3.5311 1.6757 4.1120
H 2.6638 3.0598 -3.2722
H -0.0120 -2.9125 3.1908
H 3.1486 -1.3269 -3.1325
H -0.6567 -1.6320 -3.3344
H -0.2795 -1.7475 1.2785
H -4.5505 2.3814 6.1798
H -2.5441 -2.9466 -1.9951
H -4.2584 2.9304 3.8358
H 3.5148 1.1605 -1.8896
H -3.4741 -2.8753 -3.5213
H -1.5860 -1.2191 2.8310
H -3.0495 1.5348 -2.9945
H 0.6296 3.9736 -4.5102
H 1.4361 2.2146 4.8277
H 3.5247 -1.0047 0.9392
H 3.1692 -2.5558 0.0587
H 1.4080 -0.8046 -3.3503
H -1.6999 -0.7944 5.8176
H -1.7978 -1.7284 -4.6975
H -2.8969 1.8532 -1.2352
H 3.3050 1.2515 5.8264
H 0.1475 1.9863 3.6383
H -1.7221 3.1670 -3.9764
H 2.3880 -3.4657 3.5247
H -1.1926 -0.1316 -4.1476
H -3.3514 -0.3555 -1.0815
H -4.1580 -2.1773 -2.0196
H -3.2799 0.4812 7.2143
H 3.9640 -1.7122 4.2696
H -0.1202 1.5661 5.3457
H 4.4972 0.3970 4.8461
```

Summary:
Kohn-Sham gap ... 6.40 eV
Relative energy (zero: lowest compared OMol25 entry of this formula, charge and spin) ... 0.00 kJ/mol
Molecular weight ... 601.9 g mol⁻¹
Net charge ... 0

Computed, not measured: one molecule with the formula C11H12N2S in a non-equilibrium geometry, with ωB97M-V/def2-TZVPD.

```
26
Properties=species:S:1:pos:R:3
S 0.2604 -1.6283 -1.0371
N 2.2367 -0.3559 0.2434
N 0.9537 2.6576 -1.4588
C 0.0597 0.8574 0.2371
C 0.4896 1.7906 -0.8744
C -3.2253 -0.6998 1.2199
C -2.0266 0.4092 -1.1352
C 3.2028 -1.4363 -0.1305
C -1.8994 -0.2246 1.1865
C -1.3529 0.3757 0.0784
C 2.9259 0.8877 0.5130
C 0.9608 -0.4240 -0.2419
C -3.9914 -0.5761 -0.0102
C -3.3910 0.0021 -1.1504
H -1.6107 0.7935 -2.0316
H 3.5485 1.4804 -0.2264
H 0.3297 1.2254 1.2627
H 4.0419 -1.4097 0.5702
H -1.2218 -0.2588 2.0182
H 2.2660 1.6534 0.6815
H 3.6686 0.8568 1.3270
H -5.0607 -0.9261 -0.1548
H -3.5103 -1.1327 2.1984
H -4.0219 0.0012 -2.0351
H 3.4746 -1.4615 -1.1930
H 2.8933 -2.4570 0.1428
```

Summary:
Kohn-Sham gap ... 8.78 eV
Relative energy (zero: lowest compared OMol25 entry of this formula, charge and spin) ... 242.78 kJ/mol
Molecular weight ... 204.3 g mol⁻¹
SMILES string ... CN(C)C(=S)[C@@H](C#N)c1ccccc1
Net charge ... 0

Computed, not measured: a 11-piece molecular cluster, C14H50N6O11 overall in a non-equilibrium geometry, with ωB97M-V/def2-TZVPD.

```
81
Properties=species:S:1:pos:R:3
O 3.8373 2.4592 -1.0121
O 0.0043 -4.1678 -1.2851
O 2.1673 -1.2008 2.0199
O -0.8897 -1.0818 -0.9691
O 4.2993 0.0562 -2.6951
O -3.5537 2.7202 -2.5781
O 0.4463 0.3232 4.8359
O 0.3623 2.1772 -1.0651
O -5.2977 -2.9958 -0.7141
O -3.4927 0.3392 2.7499
O -3.1667 3.1992 2.1949
N 0.5913 0.4402 -2.5701
N 0.2853 2.5262 4.0959
N 1.6863 2.3422 -3.0211
N -1.0277 2.7372 1.2689
N -2.5667 3.7362 0.0359
N 0.9223 1.0652 2.6359
C -3.9937 -2.4968 -0.4851
C 0.8943 1.6832 -2.2281
C 1.3313 -2.3098 1.9339
C -3.1957 -3.6188 0.1739
C 4.4503 -0.9878 -1.8491
C 3.1423 -1.5448 -1.3211
C -2.6447 -0.2478 3.7189
C -2.4607 1.8662 -3.0531
C -2.2467 3.1922 1.1239
C 4.2293 1.5522 1.1159
C -0.8777 -4.3788 -2.3941
C 0.5643 1.2742 3.8619
C 3.2233 2.0722 0.1629
C -0.9457 -0.3148 0.2149
H -3.3467 1.2892 2.7229
H -3.6427 -3.7318 1.1689
H -0.4617 2.5222 0.4959
H 2.5933 2.8772 0.6239
H 0.3633 -2.2138 2.4159
H 4.7643 0.6732 0.7379
H -0.8727 2.2532 2.1849
H -3.3807 3.6212 -2.8721
H -3.2967 -4.4978 -0.4621
H 0.0703 0.0082 0.4109
H -0.2307 2.6742 4.9529
H 4.9643 -1.8008 -2.3911
H -1.8797 -3.8508 -2.3591
H -3.5257 -2.2988 -1.4111
H -1.8577 1.6042 -2.1231
H -2.0937 3.5402 -0.8331
H -3.0777 -1.1628 4.1529
H 3.2633 -2.3668 -0.6991
H -0.5317 -1.9278 -0.6591
H 0.8843 -4.3658 -1.6581
H 3.1353 2.4362 -1.6761
H -2.8037 1.0042 -3.5941
H 2.3443 1.8762 -3.6261
H 1.1033 -2.6308 0.9419
H 2.5093 1.2512 -0.0841
H 3.7623 1.3542 2.0389
H -0.3457 -4.1488 -3.3811
H -5.3637 -3.0568 -1.6881
H 4.9933 -0.6048 -1.0321
H -4.0477 -1.5388 0.0569
H 1.3183 0.1482 2.4819
H -1.2597 -5.4428 -2.4731
H 1.7623 -3.1698 2.4109
H -2.2897 0.4972 4.3839
H -1.7207 0.4902 0.1309
H 1.9143 3.3322 -2.8641
H -2.1637 -3.4738 0.4249
H -3.5457 3.9852 -0.0351
H -0.0177 -0.0798 -1.8681
H -1.2857 -0.8518 1.0709
H 1.2173 1.8002 2.0129
H 0.5013 3.3882 3.6139
H 4.9663 2.3042 1.2449
H 5.1623 0.5102 -2.7601
H 0.9623 -0.0278 -3.4081
H -1.7677 2.2742 -3.7891
H 2.4233 -1.9378 -2.0451
H 2.6203 -0.7248 -0.7601
H -1.8927 -0.7508 3.1659
H 3.0243 -1.4718 1.8049
```

Summary:
Kohn-Sham gap ... 8.58 eV
Relative energy (zero: lowest compared OMol25 entry of this formula, charge and spin) ... 428.14 kJ/mol
Molecular weight ... 478.6 g mol⁻¹
SMILES string ... NC(N)=O.NC(N)=O.NC(N)=O.CCO.CCO.CCO.CO.CO.CO.CO.CO
Net charge ... 0

Computed, not measured: one molecule with the formula C8H10O3Si in a non-equilibrium geometry, with ωB97M-V/def2-TZVPD.

```
22
Properties=species:S:1:pos:R:3
Si 1.8759 0.8784 1.8280
O 2.8863 0.7840 -1.2399
O 2.0484 -1.2571 -0.9501
O 1.6678 -2.5164 0.9160
C -0.5751 -0.2195 -1.8611
C 0.6024 0.6437 -1.4098
C -0.6159 -0.1672 1.1243
C 1.9001 0.0740 -1.2300
C -1.1883 -1.2995 -0.9195
C 0.7966 -0.2802 0.8398
C -1.5604 -0.7343 0.3668
C 1.5267 -1.5033 0.3235
H -2.6774 -0.5836 0.7116
H -2.0538 -1.6009 -1.4528
H -0.2025 -0.8929 -2.6990
H -0.8764 0.5026 1.8347
H 0.4695 1.7117 -1.3328
H 3.0983 1.2746 0.9592
H 0.7099 1.9965 2.0198
H 2.2184 0.3399 3.1894
H -1.5657 0.3708 -1.9944
H -0.4993 -2.1830 -0.9764
```

Summary:
Kohn-Sham gap (spin up / spin down) ... 7.41 / 7.40 eV
Relative energy (zero: lowest compared OMol25 entry of this formula, charge and spin) ... 91.22 kJ/mol
Molecular weight ... 182.3 g mol⁻¹
Net charge ... 0